No. 1
Entry from OMol25: the molecule C20H23N3O3 (the ωB97M-V functional and the def2-TZVPD basis).

Each line ends with the natural charge from an NBO analysis.
Atoms and positions in Å:
H 2.72697 3.85729 -4.96520  0.21
C -2.46745 -4.05145 2.48286  -0.21
H 0.99230 -2.82859 3.59298  0.22
C 3.58085 4.85922 -3.20446  -0.41
H 0.57066 0.66157 2.72134  0.21
C -0.33603 -4.48491 3.44873  -0.21
C -2.93366 -0.86572 0.76550  0.80
H -3.44862 -4.38640 2.17892  0.21
C -1.31845 2.01358 -2.11507  -0.16
O 0.04087 3.10195 -4.54807  -0.62
C -1.58525 -4.94887 3.07099  -0.03
H -4.02598 -1.94931 2.05010  0.42
C -1.99367 -6.37240 3.29734  -0.62
N -3.08086 -1.86282 1.70410  -0.63
C -0.86679 -2.25862 2.69161  0.32
C 0.01931 -3.15815 3.26515  -0.29
H -2.93222 1.27753 -0.91402  0.26
N -1.75937 -0.93471 0.06403  -0.61
H 3.77302 5.90903 -3.41430  0.22
H 1.45961 -0.85348 2.43247  0.17
H 3.96477 4.60252 -1.05839  0.21
O -3.82952 -0.07497 0.56800  -0.64
H 0.37394 -5.15904 3.90386  0.21
H -2.69061 -6.43359 4.13317  0.22
C 2.41294 4.31348 -4.02301  -0.21
H 2.42238 5.38016 -1.45580  0.20
H 0.63266 -1.07506 -0.92544  0.20
H 0.73405 -0.53199 4.03440  0.18
C 0.68846 0.70479 -2.10471  -0.19
H -1.86706 2.87104 -2.47438  0.23
N 1.79508 3.31198 -3.16488  -0.43
H 1.69453 0.52407 -2.45379  0.21
H 1.70377 3.09206 -1.07559  0.22
C 0.59108 2.79769 -3.50352  0.67
C 0.08882 -0.19835 -1.25131  -0.22
H -1.14238 -1.69734 0.30309  0.40
C -1.92040 1.12294 -1.24882  -0.24
C -2.12890 -2.72312 2.27031  0.08
C -0.00630 1.82907 -2.53772  -0.16
C -1.21697 0.00605 -0.80395  0.16
H -2.49237 -6.77418 2.41779  0.22
H -1.13063 -6.99179 3.52660  0.22
O -0.61350 -0.92685 2.50648  -0.52
C 3.13609 4.61512 -1.76334  -0.41
C 2.43560 3.26127 -1.86728  -0.21
H 4.48787 4.29095 -3.41420  0.20
H 3.17638 2.45158 -1.83849  0.18
C 0.60972 -0.40119 2.95487  -0.25
H 1.67526 5.08794 -4.25895  0.21

Atomic forces in eV per Å
-0.043 0.126 0.016
0.239 0.110 0.012
0.084 0.076 0.013
-0.093 -0.038 0.064
0.059 -0.065 0.037
-0.140 -0.015 -0.052
0.111 -0.226 -0.151
-0.116 -0.030 -0.110
0.309 -0.032 -0.079
-0.198 0.089 -0.131
0.061 0.049 0.062
0.117 0.154 -0.116
-0.055 0.034 0.038
-0.349 -0.099 0.403
-0.065 0.131 -0.016
0.099 0.211 -0.038
-0.030 -0.001 -0.003
0.042 -0.433 -0.065
0.054 0.002 -0.054
-0.032 0.006 0.034
-0.011 0.020 0.067
-0.175 0.328 -0.088
0.073 -0.089 0.037
-0.040 -0.093 0.047
-0.058 0.150 -0.454
-0.031 0.019 0.043
0.048 -0.096 0.025
0.004 -0.010 -0.038
-0.121 0.156 -0.040
-0.072 0.065 -0.047
0.139 0.127 -0.087
0.115 -0.007 -0.006
0.110 -0.019 -0.055
0.076 -0.119 0.060
-0.058 -0.058 0.084
-0.113 0.138 -0.014
-0.184 0.025 0.094
0.300 0.009 0.007
-0.209 -0.130 -0.021
0.008 0.262 -0.165
-0.022 -0.101 -0.032
0.022 -0.089 0.008
-0.378 -0.445 0.110
0.034 -0.131 -0.064
0.142 -0.066 0.502
0.049 0.014 -0.008
-0.047 0.038 0.110
0.265 0.120 0.094
0.079 -0.067 -0.032

Its total charge is 0. For the total energy, the calculation gives -31727.3448 eV. As for the SMILES: COc1ccc(C)cc1NC(=O)Nc1ccc(C(=O)N2CCCC2)cc1. The orbital gap is 8.72 eV.

---

No. 2
Entry from OMol25: a cluster of 2 separate species, C4H11NO3 in total in a non-equilibrium geometry (the ωB97M-V functional and the def2-TZVPD basis).

Each line ends with the natural charge from an NBO analysis.
Atoms and positions in Å:
C -0.88916 0.04784 -0.22317  -0.18
O 2.52947 2.82078 0.11133  -0.95
H -1.62260 0.84769 -0.20740  0.25
H 0.00056 0.93350 1.48890  0.39
H 2.18206 0.13365 0.01058  0.18
H 1.88224 -0.41899 1.62652  0.20
H -3.53655 -1.21909 -0.39430  0.46
H 1.28341 -1.31087 0.28026  0.18
O -3.09725 -0.90361 0.40259  -0.72
H 2.26673 2.06964 -0.42531  0.48
H -1.06764 -0.84989 -2.20671  0.10
H -1.34818 -1.52717 1.17578  0.19
C -0.35219 -0.20904 -1.65776  0.45
O 0.66076 0.27219 -2.05630  -0.50
H 2.79180 2.53952 0.98719  0.47
H -1.58003 -2.13050 -0.40788  0.17
C 1.42514 -0.28560 0.65835  -0.41
N 0.16570 0.41631 0.64606  -0.65
C -1.69426 -1.22636 0.19128  -0.10

Atomic forces in eV per Å
0.290 -1.358 -0.211
0.079 0.807 -0.295
-0.206 0.173 -0.433
-0.570 0.069 -0.214
0.221 0.269 -0.268
-0.220 0.262 0.590
-0.349 0.186 0.186
0.051 0.071 0.090
0.724 -0.542 -0.893
-0.080 -0.225 0.291
0.411 -0.079 -0.662
0.255 0.082 0.159
-1.199 1.070 1.559
0.403 -0.259 -0.731
-0.052 -0.444 -0.045
-0.060 0.215 -0.511
-0.278 -1.230 -0.740
1.179 0.506 0.652
-0.599 0.425 1.475

Its total charge is 0. For the total energy, the calculation gives -11957.3143 eV. As for the SMILES: CN[C@@H](C=O)CO.O. The orbital gap is 9.34 eV.

---

No. 3
Entry from OMol25: the molecule C9H15P in a non-equilibrium geometry (the ωB97M-V functional and the def2-TZVPD basis).

Each line ends with the natural charge from an NBO analysis.
Atoms and positions in Å:
H 1.08561 2.19126 -0.83997  0.20
C -0.56872 -1.08097 -1.57658  -0.23
P 1.03095 -0.51122 1.15477  0.74
H -1.04103 -1.92692 2.38827  0.21
H -0.70265 1.86040 -0.19154  0.20
C -1.38049 -1.84791 1.35325  -0.67
C 1.30944 1.19916 1.98674  -0.90
C -0.77724 -0.50177 1.03662  -0.48
C 1.41432 -0.09150 -0.71883  -0.48
H 0.57025 1.08954 2.80041  0.23
H 1.38816 -1.88909 -1.84132  0.21
H -2.43044 -2.19472 1.32255  0.22
H -1.28151 -1.79247 -1.98452  0.21
C -1.27867 -0.00040 -1.01695  -0.16
H -1.24396 0.31220 1.51715  0.19
H 1.08785 1.95182 1.23581  0.22
H 1.20892 1.36578 -2.40082  0.21
H -2.28940 -0.21239 -0.84745  0.21
C 0.77930 -1.16995 -1.48739  -0.22
H 2.30753 1.28007 2.41315  0.23
H -0.68383 -2.45653 0.85420  0.22
C -0.68501 1.37462 -1.14500  -0.43
H 2.48634 -0.23012 -0.73538  0.23
H -1.16336 2.01418 -1.89127  0.22
C 0.85764 1.26693 -1.38591  -0.39

Atomic forces in eV per Å
1.327 -0.283 -0.288
0.271 -1.337 -1.199
0.338 1.355 -0.651
-0.366 -0.620 0.412
-0.798 0.506 0.506
0.775 0.572 1.373
-0.733 -1.845 -0.224
-1.364 0.669 -2.867
-0.512 0.861 -0.265
0.355 0.816 -0.264
1.480 -2.719 -1.261
0.464 0.879 -0.569
0.822 -0.675 -0.336
1.792 0.040 3.755
-0.527 1.104 0.565
-0.066 0.341 0.468
-0.076 -0.260 -0.336
-1.589 0.451 -0.236
-2.513 2.271 0.977
-0.033 0.053 -0.192
0.217 -1.867 -0.856
0.818 -0.775 -0.465
0.391 0.539 -0.299
-0.024 -0.134 0.000
-0.452 0.058 2.252

Its total charge is 0. For the total energy, the calculation gives -18861.4397 eV. The orbital gap is 8.51 eV.

---

- Which formula does entry 1 have?
  C20H23N3O3